This record from the Open Molecules 2025 dataset describes a cluster of 10 separate species, C20H60O10 in total at a distorted geometry. The level of theory is ωB97M-V with the def2-TZVPD basis set.

Values from the calculation:
**SMILES**: CCO.CCO.CCO.CCO.CCO.CCO.CCO.CCO.CCO.CCO
**E_tot**: -42185.788 eV

Atoms and positions in Å:
C  0.08  -0.78  0.64
C  -0.95  0.34  0.57
O  -2.00  -0.10  -0.31
H  -0.41  -1.69  0.99
H  0.87  -0.57  1.37
H  0.62  -0.99  -0.29
H  -0.53  1.29  0.23
H  -1.36  0.53  1.56
H  -1.88  0.39  -1.14
C  -4.38  -1.56  1.76
C  -3.40  -2.66  1.40
O  -3.09  -2.65  0.02
H  -5.27  -1.61  1.12
H  -3.96  -0.56  1.57
H  -4.72  -1.57  2.80
H  -3.83  -3.63  1.64
H  -2.51  -2.52  2.03
H  -2.71  -1.76  -0.16
C  5.28  -0.75  1.39
C  3.93  -1.40  1.28
O  3.69  -1.95  -0.04
H  5.38  0.21  0.88
H  6.12  -1.36  1.06
H  5.39  -0.53  2.46
H  3.10  -0.71  1.48
H  3.81  -2.20  2.00
H  3.68  -1.18  -0.62
C  1.20  -4.63  1.55
C  0.86  -3.99  2.88
O  0.51  -4.99  3.83
H  1.40  -3.88  0.77
H  0.40  -5.31  1.25
H  2.08  -5.26  1.65
H  0.01  -3.29  2.77
H  1.70  -3.40  3.25
H  -0.28  -5.43  3.51
C  0.00  -0.18  -3.64
C  -0.59  1.14  -3.13
O  -1.99  1.00  -2.90
H  -0.24  -0.92  -2.87
H  1.09  -0.13  -3.62
H  -0.38  -0.51  -4.60
H  -0.42  1.89  -3.92
H  -0.06  1.42  -2.22
H  -2.36  0.58  -3.68
C  1.87  -3.78  -4.04
C  2.00  -3.08  -2.70
O  2.73  -3.91  -1.82
H  1.58  -3.08  -4.82
H  1.18  -4.62  -4.03
H  2.84  -4.22  -4.31
H  1.03  -2.83  -2.26
H  2.54  -2.14  -2.89
H  3.12  -3.36  -1.11
C  -5.60  0.93  -0.87
C  -6.20  0.26  -2.09
O  -7.28  1.07  -2.56
H  -6.34  0.87  -0.07
H  -5.33  1.97  -1.05
H  -4.68  0.45  -0.54
H  -6.58  -0.73  -1.82
H  -5.46  0.14  -2.89
H  -7.63  0.65  -3.35
C  1.22  1.98  3.68
C  2.61  1.47  3.92
O  3.51  1.88  2.87
H  0.81  1.68  2.71
H  1.13  3.07  3.75
H  0.51  1.57  4.40
H  2.66  0.38  3.95
H  2.99  1.78  4.90
H  3.81  2.77  3.05
C  -2.12  4.03  -0.84
C  -1.13  5.17  -0.85
O  -1.78  6.33  -0.35
H  -2.52  3.82  0.15
H  -1.77  3.14  -1.36
H  -3.01  4.32  -1.41
H  -0.80  5.31  -1.89
H  -0.25  4.90  -0.26
H  -1.09  7.01  -0.27
C  3.84  3.83  -0.13
C  2.37  3.45  0.00
O  2.21  2.04  0.12
H  4.44  3.57  0.75
H  3.96  4.91  -0.25
H  4.27  3.30  -0.99
H  1.85  3.80  -0.90
H  2.00  3.93  0.91
H  2.62  1.85  0.98

=====

This record from the Open Molecules 2025 dataset describes a cluster of 10 separate species, C20H60O10 in total at a distorted geometry. The level of theory is ωB97M-V with the def2-TZVPD basis set.

Values from the calculation:
**Charge**: +1
**Spin multiplicity**: 2
**Expectation value of S²**: 0.755
**E_tot**: -42174.708 eV

Atoms and positions in Å:
C  1.88  -4.41  -2.47
C  2.14  -4.21  -0.98
O  1.04  -4.51  -0.25
H  1.24  -5.27  -2.68
H  2.77  -4.60  -3.06
H  1.33  -3.55  -2.83
H  2.42  -3.16  -0.86
H  3.07  -4.72  -0.73
H  1.32  -4.71  0.64
C  -2.05  1.95  2.65
C  -3.09  2.96  2.29
O  -4.41  2.45  2.42
H  -2.16  1.19  1.87
H  -2.28  1.46  3.60
H  -1.01  2.25  2.68
H  -2.89  3.32  1.28
H  -2.89  3.87  2.86
H  -4.55  1.92  1.63
C  -0.70  5.30  -0.25
C  0.38  4.48  -1.12
O  -0.33  3.81  -2.17
H  -1.24  4.55  0.33
H  -1.36  5.82  -0.95
H  -0.28  6.01  0.47
H  0.71  3.63  -0.52
H  1.14  5.06  -1.65
H  -0.53  2.92  -1.88
C  -4.02  2.62  -2.61
C  -3.09  1.62  -3.24
O  -3.13  0.49  -2.41
H  -5.02  2.20  -2.54
H  -4.09  3.44  -3.32
H  -3.67  3.03  -1.67
H  -2.04  1.90  -3.30
H  -3.35  1.31  -4.25
H  -2.53  -0.13  -2.84
C  1.41  0.20  -0.28
C  -0.06  0.45  -0.17
O  -0.50  1.31  -1.20
H  1.66  -0.30  -1.21
H  1.57  -0.53  0.51
H  2.08  1.03  -0.03
H  -0.35  0.90  0.78
H  -0.63  -0.47  -0.26
H  -0.84  0.78  -1.92
C  3.58  5.20  1.15
C  4.22  3.89  1.68
O  5.36  3.50  0.95
H  4.16  6.12  1.12
H  2.68  5.36  1.75
H  3.31  5.04  0.11
H  3.58  3.02  1.52
H  4.42  4.09  2.73
H  5.28  3.62  0.01
C  -1.89  -5.00  -2.32
C  -2.34  -3.99  -1.36
O  -1.26  -3.14  -1.08
H  -2.46  -5.92  -2.38
H  -0.88  -5.36  -2.14
H  -2.01  -4.55  -3.31
H  -2.70  -4.31  -0.38
H  -3.10  -3.32  -1.76
H  -0.57  -3.60  -0.59
C  -0.75  -2.70  -5.02
C  -0.44  -1.47  -4.24
O  -1.24  -1.19  -3.16
H  -1.80  -2.74  -5.28
H  -0.34  -3.62  -4.59
H  -0.33  -2.66  -6.03
H  -0.44  -0.55  -4.82
H  0.62  -1.41  -3.97
H  -1.09  -1.85  -2.48
C  0.86  -3.07  4.42
C  0.93  -3.21  2.90
O  1.68  -4.25  2.40
H  0.69  -4.07  4.83
H  -0.08  -2.55  4.64
H  1.76  -2.69  4.90
H  1.39  -2.31  2.49
H  -0.11  -3.33  2.60
H  1.25  -5.04  2.73
C  0.85  0.87  4.12
C  2.10  0.11  4.65
O  2.13  0.07  6.05
H  -0.03  0.22  4.14
H  0.93  1.31  3.12
H  0.61  1.71  4.78
H  2.95  0.76  4.43
H  2.36  -0.83  4.17
H  3.08  0.18  6.18

=====

This record from the Open Molecules 2025 dataset describes a structure of composition C20H60O10RbS10 at a distorted geometry. The level of theory is ωB97M-V with the def2-TZVPD basis set.

Values from the calculation:
**Charge**: +1
**E_tot**: -151182.356 eV

Atoms and positions in Å:
Rb  0.31  -0.28  0.32
C  -3.59  3.22  1.38
S  -4.43  4.61  0.56
O  -5.57  5.10  1.48
C  -3.09  5.85  0.97
H  -3.41  3.47  2.43
H  -2.62  2.96  0.97
H  -4.22  2.33  1.35
H  -2.92  5.99  2.04
H  -3.47  6.77  0.53
H  -2.08  5.64  0.60
C  -3.38  -3.91  -3.67
S  -3.79  -2.23  -4.33
O  -5.18  -2.48  -5.01
C  -3.94  -1.38  -2.66
H  -2.35  -4.03  -3.34
H  -3.54  -4.63  -4.48
H  -4.11  -4.25  -2.94
H  -4.74  -1.74  -2.02
H  -3.94  -0.32  -2.90
H  -3.03  -1.60  -2.10
C  4.46  2.95  -1.53
S  3.35  1.68  -0.69
O  1.84  2.09  -0.81
C  3.69  0.17  -1.68
H  5.35  3.20  -0.94
H  3.84  3.83  -1.66
H  4.63  2.62  -2.55
H  4.74  -0.09  -1.56
H  3.59  0.35  -2.75
H  3.00  -0.62  -1.37
C  -0.04  -4.63  1.28
S  -1.35  -3.87  0.31
O  -1.43  -2.39  0.64
C  -0.45  -4.05  -1.36
H  -0.41  -5.29  2.06
H  0.44  -3.84  1.87
H  0.77  -5.11  0.73
H  -0.83  -3.35  -2.10
H  -0.49  -5.08  -1.69
H  0.57  -3.65  -1.27
C  4.93  -2.46  0.83
S  3.35  -3.35  0.96
O  2.23  -2.48  0.36
C  3.79  -4.63  -0.20
H  5.11  -2.14  -0.20
H  5.76  -3.14  1.05
H  5.00  -1.65  1.54
H  4.46  -5.37  0.23
H  4.10  -4.15  -1.13
H  2.83  -5.09  -0.44
C  0.61  3.63  1.68
S  0.77  5.03  2.79
O  -0.15  6.07  2.08
C  -0.05  4.26  4.31
H  0.91  3.84  0.66
H  -0.44  3.33  1.68
H  1.12  2.72  1.97
H  0.60  3.70  4.99
H  -1.00  3.77  4.08
H  -0.38  5.07  4.95
C  0.07  -2.88  -4.63
S  -0.03  -1.15  -3.97
O  0.37  -1.26  -2.50
C  1.41  -0.44  -4.84
H  0.85  -3.40  -4.07
H  0.32  -2.86  -5.69
H  -0.86  -3.39  -4.39
H  2.37  -0.88  -4.56
H  1.44  0.64  -4.70
H  1.21  -0.62  -5.89
C  -3.11  2.78  -2.76
S  -1.78  2.38  -1.59
O  -2.05  0.97  -0.96
C  -0.58  2.03  -2.96
H  -3.37  2.02  -3.50
H  -2.77  3.53  -3.47
H  -4.08  3.09  -2.37
H  -0.93  1.92  -3.99
H  0.24  1.35  -2.75
H  -0.06  2.98  -3.10
C  2.33  1.15  4.81
S  3.01  0.21  3.39
O  1.76  -0.13  2.57
C  3.40  -1.33  4.31
H  1.70  1.91  4.36
H  3.09  1.58  5.47
H  1.64  0.49  5.33
H  3.41  -2.20  3.65
H  2.58  -1.53  5.00
H  4.36  -1.30  4.83
C  -1.00  -1.09  3.94
S  -2.09  0.38  3.64
O  -1.43  1.22  2.57
C  -3.44  -0.62  2.74
H  -1.64  -1.84  4.39
H  -0.25  -0.72  4.64
H  -0.51  -1.45  3.04
H  -4.11  0.06  2.22
H  -4.02  -1.18  3.47
H  -3.11  -1.33  1.98

=====

This record from the Open Molecules 2025 dataset describes a cluster of 10 separate species, C20H60O10S10 in total at a distorted geometry. The level of theory is ωB97M-V with the def2-TZVPD basis set.

Values from the calculation:
**E_tot**: -150520.875 eV

Atoms and positions in Å:
C  -0.70  -4.57  2.81
S  -2.07  -4.67  1.58
O  -1.54  -3.92  0.36
C  -1.87  -6.28  1.04
H  -0.68  -3.56  3.30
H  0.33  -4.68  2.42
H  -0.87  -5.31  3.52
H  -2.55  -6.46  -0.02
H  -2.23  -6.94  1.89
H  -0.99  -6.48  0.92
C  4.16  -1.62  -1.08
S  5.11  -0.27  -1.64
O  6.48  -0.53  -0.98
C  5.55  -0.89  -3.20
H  4.15  -1.78  0.00
H  4.78  -2.46  -1.31
H  3.08  -1.60  -1.46
H  5.96  -1.92  -3.21
H  6.24  -0.16  -3.58
H  4.68  -1.04  -3.83
C  0.45  5.09  -0.67
S  0.81  4.27  0.94
O  1.59  3.02  0.64
C  2.06  5.39  1.51
H  0.06  6.05  -0.68
H  -0.25  4.48  -1.22
H  1.59  5.26  -1.01
H  2.03  5.42  2.57
H  2.00  6.39  1.15
H  3.14  5.03  1.34
C  3.49  0.85  2.35
S  1.99  0.93  3.27
O  1.63  -0.53  3.90
C  2.69  1.88  4.58
H  3.22  0.00  1.74
H  4.41  0.66  3.01
H  3.65  1.52  1.55
H  2.85  2.75  4.13
H  3.61  1.27  4.97
H  1.79  2.12  5.16
C  -4.30  -2.16  -0.44
S  -3.50  -2.93  -1.80
O  -4.50  -3.42  -2.86
C  -2.73  -1.51  -2.58
H  -4.52  -3.05  0.21
H  -5.20  -1.41  -0.56
H  -3.63  -1.42  -0.09
H  -3.44  -0.79  -2.99
H  -2.11  -1.84  -3.32
H  -2.25  -0.79  -1.84
C  0.91  2.55  -3.38
S  2.58  2.30  -2.86
O  2.76  0.81  -3.00
C  3.31  3.01  -4.35
H  0.83  3.53  -3.81
H  0.39  2.66  -2.54
H  0.57  1.93  -4.15
H  4.35  2.96  -4.32
H  3.08  4.10  -4.01
H  2.77  2.84  -5.55
C  -1.72  3.43  5.36
S  -2.12  3.05  3.64
O  -1.02  2.09  3.19
C  -3.60  2.14  3.79
H  -0.86  4.10  5.52
H  -1.56  2.62  6.00
H  -2.55  3.97  5.63
H  -4.05  1.83  3.00
H  -4.14  2.75  4.64
H  -3.34  1.32  4.48
C  0.72  -0.39  -0.03
S  -0.36  0.76  0.57
O  -1.29  0.91  -0.68
C  -1.03  -0.40  1.65
H  1.38  0.03  -0.92
H  0.25  -1.17  -0.47
H  1.35  -0.64  0.87
H  -0.49  -0.67  2.43
H  -1.31  -1.55  1.21
H  -1.95  -0.12  2.02
C  -0.41  -6.53  -3.04
S  0.51  -5.11  -3.72
O  -0.49  -4.22  -4.47
C  1.10  -4.37  -2.09
H  -0.98  -7.13  -3.76
H  -1.35  -6.13  -2.37
H  0.35  -7.03  -2.69
H  0.25  -3.64  -1.70
H  2.11  -3.98  -2.22
H  1.11  -5.27  -1.55
C  -3.45  3.50  0.02
S  -4.11  1.82  0.12
O  -5.54  1.99  0.44
C  -4.21  1.59  -1.64
H  -3.30  4.14  1.05
H  -3.91  4.13  -0.87
H  -2.41  3.40  -0.08
H  -4.69  0.67  -1.90
H  -3.22  1.88  -1.95
H  -4.89  2.19  -1.97

=====

This record from the Open Molecules 2025 dataset describes a cluster of 8 separate species, C20H61N5O8 in total at a distorted geometry. The level of theory is ωB97M-V with the def2-TZVPD basis set.

Values from the calculation:
**SMILES**: COC[C@H](C)N.COC[C@H](C)N.COC[C@H](C)N.COC[C@H](C)N.COC[C@H](C)N.O.O.O
**E_tot**: -45557.105 eV

Atoms and positions in Å:
C  -0.07  3.11  5.22
O  1.00  3.43  4.37
C  0.68  3.80  3.03
C  1.83  3.45  2.08
C  1.55  3.98  0.68
N  2.18  2.06  2.00
H  -0.54  2.20  4.85
H  -0.75  3.95  5.34
H  0.42  3.01  6.15
H  -0.15  3.25  2.57
H  0.49  4.85  3.03
H  2.68  4.01  2.51
H  1.40  5.04  0.72
H  0.72  3.50  0.24
H  2.42  3.79  0.01
H  1.46  1.50  1.56
H  2.29  1.61  2.90
C  3.23  -1.36  3.53
O  1.86  -0.94  3.86
C  0.95  -1.49  2.94
C  -0.50  -1.30  3.35
C  -0.86  -2.03  4.64
N  -1.41  -1.75  2.24
H  3.44  -0.95  2.55
H  3.26  -2.42  3.37
H  3.88  -1.09  4.37
H  1.18  -1.06  1.93
H  1.23  -2.56  2.85
H  -0.57  -0.21  3.49
H  -0.57  -3.13  4.58
H  -1.94  -1.94  4.79
H  -0.32  -1.65  5.47
H  -1.45  -0.97  1.62
H  -2.31  -1.83  2.69
C  -4.38  -4.90  -1.37
O  -3.87  -4.18  -2.48
C  -2.57  -3.67  -2.32
C  -2.38  -2.80  -1.02
C  -3.33  -1.56  -1.09
N  -0.96  -2.29  -1.05
H  -5.46  -4.91  -1.48
H  -4.18  -4.43  -0.40
H  -4.04  -5.97  -1.34
H  -1.76  -4.43  -2.19
H  -2.31  -3.14  -3.24
H  -2.50  -3.52  -0.22
H  -4.34  -1.89  -1.25
H  -3.08  -0.97  -1.96
H  -3.29  -0.87  -0.24
H  -1.03  -1.31  -0.86
H  -0.44  -2.67  -0.28
C  0.88  4.23  -2.88
O  -0.26  4.82  -2.36
C  -1.43  4.11  -2.67
C  -1.74  3.10  -1.59
C  -2.79  2.05  -1.85
N  -2.05  3.83  -0.33
H  0.75  3.97  -3.93
H  1.12  3.30  -2.33
H  1.75  4.91  -2.70
H  -2.22  4.86  -2.75
H  -1.41  3.67  -3.67
H  -0.79  2.62  -1.43
H  -2.32  1.22  -2.39
H  -3.61  2.50  -2.39
H  -3.18  1.56  -0.97
H  -2.85  4.45  -0.56
H  -1.27  4.47  -0.22
C  3.62  -4.92  -4.05
O  2.96  -4.01  -3.19
C  3.56  -2.75  -3.14
C  2.85  -1.72  -2.30
C  2.77  -2.18  -0.84
N  1.49  -1.49  -2.84
H  2.90  -5.69  -4.35
H  4.47  -5.42  -3.53
H  3.99  -4.45  -4.93
H  4.60  -2.78  -2.81
H  3.58  -2.34  -4.16
H  3.44  -0.82  -2.44
H  2.14  -3.03  -0.72
H  2.30  -1.33  -0.34
H  3.82  -2.28  -0.46
H  1.52  -1.59  -3.86
H  0.79  -2.05  -2.38
O  0.82  1.19  -2.32
H  0.87  0.40  -2.90
H  1.61  1.04  -1.83
O  -2.40  2.16  1.87
H  -2.33  2.89  1.12
H  -3.11  2.42  2.42
O  -0.36  0.61  0.15
H  -0.24  1.10  -0.66
H  -1.07  1.02  0.72

=====

It is found that the relative energy (zero: lowest compared OMol25 entry of this formula, charge and spin) values, taken in the order of the records, are 23.3, 26.1, 12.2, 271.4, 19.4 kcal/mol.